This record from the Open Molecules 2025 dataset describes a molecular structure, C44H38BaF3N6OS2 at a distorted geometry. The level of theory is wB97M-V/def2-TZVPD.

Structure (XYZ):
```
95
Properties=species:S:1:pos:R:3:forces:R:3
Ba -0.764173 0.141141 0.148387 1.3 0.0 0.3
C -2.990409 -2.056884 -1.623856 -0.2 0.0 -0.2
C -1.754188 -2.900763 -1.257220 0.1 -0.2 0.2
C -0.671358 -2.874539 -2.312907 0.0 0.1 -0.1
C 0.095725 -3.994686 -2.609674 0.0 0.0 0.1
C 1.110438 -3.876147 -3.543718 0.0 0.0 0.0
C 1.330168 -2.650321 -4.148003 0.0 0.0 0.0
C 0.523757 -1.584892 -3.778086 0.0 -0.1 0.1
N -0.461496 -1.695067 -2.891104 0.0 0.0 0.0
N -3.296052 -0.920965 -0.755162 0.6 0.1 0.1
C -3.899923 0.210731 -1.458008 -0.4 0.0 0.0
C -3.090412 0.970787 -2.488150 0.0 0.1 -0.3
C -3.769843 1.625757 -3.513199 0.1 0.0 0.0
C -3.060596 2.472843 -4.348614 0.0 0.0 0.0
C -1.698064 2.641969 -4.155875 0.0 0.0 0.0
C -1.092059 1.927328 -3.135083 -0.2 -0.1 -0.1
N -1.780884 1.113961 -2.342312 0.0 -0.2 0.6
C -4.100279 -1.284033 0.406786 -0.3 0.1 0.0
C -3.429470 -1.945171 1.596352 -0.1 -0.2 0.1
C -3.939588 -3.129286 2.116037 0.0 0.0 -0.1
C -3.434578 -3.604919 3.317227 0.0 0.0 0.0
C -2.442931 -2.890850 3.963249 0.0 0.0 0.0
C -1.967190 -1.730622 3.366466 0.0 -0.1 -0.2
N -2.456440 -1.274738 2.213912 0.2 0.2 -0.3
H -3.866499 -2.723254 -1.669986 0.0 0.0 -0.1
H -2.826198 -1.654608 -2.623543 0.0 0.0 0.0
H -2.040097 -3.935542 -1.057572 0.0 0.0 0.0
H -1.276557 -2.577420 -0.322325 -0.3 0.0 0.0
H -0.093924 -4.934166 -2.105959 0.0 0.0 0.0
H 1.732856 -4.727125 -3.788421 0.0 0.0 0.0
H 2.128644 -2.511559 -4.862145 0.0 0.0 0.0
H 0.684403 -0.596906 -4.190028 0.0 0.0 0.0
H -4.142645 0.954906 -0.694020 0.0 0.0 0.0
H -4.841913 -0.093720 -1.944728 0.0 0.0 0.1
H -4.835786 1.488741 -3.642746 0.0 0.0 0.0
H -3.572433 3.003186 -5.141728 0.0 0.0 0.0
H -1.119722 3.309895 -4.778269 0.0 0.0 0.0
H -0.028567 1.990175 -2.929976 0.0 0.0 0.0
H -4.940164 -1.925232 0.091063 0.0 0.0 0.0
H -4.534206 -0.362532 0.801491 0.0 0.0 0.0
H -4.721211 -3.662966 1.590994 0.0 0.0 0.0
H -3.817865 -4.524875 3.740735 0.0 0.0 0.0
H -2.024796 -3.223070 4.902809 0.0 0.0 0.0
H -1.154843 -1.160874 3.800808 0.0 0.0 0.0
C 2.195942 3.610191 0.690247 0.0 -0.1 0.0
C 0.814231 3.106160 1.026548 0.1 0.0 0.0
N 0.691385 2.047718 1.755072 -0.3 -0.1 -0.1
N 1.868021 1.671116 2.382426 0.0 -0.1 0.1
C 2.061227 0.442255 2.718067 0.1 0.1 0.1
S 1.310225 -1.045003 2.346092 -0.4 0.0 -0.2
S 3.429625 0.267430 3.897746 0.0 0.2 -0.1
C 2.952945 1.623550 5.013786 -0.1 -0.1 0.1
C 1.629871 1.313524 5.669977 0.1 0.1 0.0
C 1.527918 0.277769 6.596368 -0.1 0.0 0.0
C 0.306743 -0.051442 7.163041 0.0 0.0 0.0
C -0.841286 0.645539 6.800584 0.0 0.0 0.0
C -0.751139 1.673826 5.873997 0.0 0.0 0.0
C 0.478157 2.008108 5.318074 0.0 0.0 -0.1
C -0.365570 3.902355 0.582008 -0.1 0.0 0.0
C -0.158996 5.278808 0.423573 0.1 0.1 0.0
C -1.162377 6.183555 0.127599 -0.1 0.0 0.0
C -2.460965 5.705844 -0.028799 0.0 -0.1 0.0
C -2.714646 4.359975 0.115769 0.1 0.0 -0.1
C -1.703175 3.408396 0.416346 -0.1 -0.1 0.2
O -2.038959 2.161560 0.522523 -0.1 0.4 0.0
H 2.785112 2.758242 0.350967 0.0 0.0 0.0
H 2.691983 4.001588 1.580992 0.0 0.0 0.0
H 2.184892 4.362835 -0.092057 0.0 0.0 0.0
H 2.907235 2.557568 4.457450 0.0 -0.1 0.0
H 3.753006 1.696451 5.752934 0.0 0.0 0.0
H 2.413731 -0.294294 6.845299 0.0 0.0 0.0
H 0.247253 -0.861575 7.879650 0.0 0.0 0.0
H -1.799060 0.382609 7.232253 0.0 0.0 0.0
H -1.639515 2.209718 5.565753 0.0 0.0 0.0
H 0.539835 2.786829 4.568903 0.0 0.0 0.0
H 0.835792 5.676644 0.574350 0.0 0.0 0.0
H -0.937206 7.237788 0.033052 0.0 0.0 0.0
H -3.271880 6.387910 -0.259428 0.0 0.0 0.0
H -3.718147 3.966137 0.000980 0.0 0.0 0.0
F 6.774065 -4.899993 -3.812328 0.0 0.1 -0.1
C 6.496079 -3.748649 -4.457249 0.0 -0.1 -0.1
F 7.687878 -3.149869 -4.706022 -0.2 -0.1 0.0
F 6.009748 -4.104674 -5.678649 0.1 0.1 0.2
C 5.554026 -2.869039 -3.703861 0.0 0.0 0.0
C 4.974216 -3.278870 -2.508587 0.0 0.0 0.0
C 4.090655 -2.447699 -1.841624 0.0 0.0 -0.1
C 3.746633 -1.188229 -2.357081 0.0 0.0 0.1
C 4.360996 -0.785883 -3.555406 0.0 0.0 0.0
C 5.248557 -1.612520 -4.218625 0.0 0.0 0.0
C 2.774172 -0.376053 -1.707461 -0.1 0.1 -0.1
C 1.865841 0.281298 -1.194389 -0.2 0.0 -0.2
H 5.219576 -4.248380 -2.097043 0.0 0.0 0.0
H 3.636481 -2.759906 -0.910748 0.0 0.0 0.0
H 4.119910 0.190502 -3.954691 0.0 0.0 0.0
H 5.710290 -1.285396 -5.142279 0.0 0.0 0.0
```
Forces are in eV/Å.

Output
**Largest force on an atom**: 1.29 eV/A
**DFT total energy**: -87752.3848 eV
**Net charge**: -1